No. 1
Here is a 7-piece molecular cluster, C24H60O26P6 overall at a distorted geometry from the OMol25 dataset. Energies are from ωB97M-V with the def2-TZVPD basis set.

Calculated values
DFT total energy ... -134837.213 eV
SMILES ... COP(=O)(OC)OC.COP(=O)(OC)OC.COP(=O)(OC)OC.COP(=O)(OC)OC.COP(=O)(OC)OC.COP(=O)(OC)OC.Oc1ccc(O)cc1
Kohn-Sham gap ... 0.2958 Eh
LUMO ... 0.13 eV

Each line ends with the Mulliken charge.
Atoms and positions in Å:
C -18.4357 27.3419 9.1484  -0.76
O -18.3304 26.5960 7.9879  -0.29
P -16.8912 25.8919 7.6430  1.00
O -16.6646 25.3025 6.2879  -0.62
O -15.7221 27.0248 8.0962  -0.29
C -15.5121 28.2012 7.4138  -0.64
O -16.8585 24.7726 8.7740  -0.32
C -17.7889 23.7179 8.7077  -0.70
H -17.4900 27.6399 9.6009  0.34
H -19.0084 26.7996 9.9008  0.29
H -18.8819 28.3331 9.0677  0.31
H -14.5926 28.6426 7.7983  0.27
H -16.4424 28.7598 7.3111  0.30
H -15.2985 28.1111 6.3488  0.28
H -18.6476 23.9247 9.3464  0.26
H -17.4043 22.7516 9.0340  0.25
H -18.2001 23.6262 7.7024  0.33
C -9.5138 16.3728 6.9004  -0.67
O -9.3227 17.7795 7.0966  -0.33
P -10.3694 18.6384 7.8908  1.03
O -10.0128 20.0538 8.4025  -0.68
O -11.6688 18.5868 6.7805  -0.34
C -12.7586 19.4631 7.0924  -0.61
O -10.8626 17.6898 9.0943  -0.26
C -10.1328 17.6522 10.3887  -0.66
H -9.4171 16.1189 5.8448  0.28
H -10.4089 15.9434 7.3505  0.33
H -8.7093 15.9376 7.4933  0.29
H -12.6976 19.6950 8.1557  0.30
H -13.7096 19.0020 6.8257  0.24
H -12.6346 20.4116 6.5699  0.24
H -10.8665 17.2089 11.0619  0.26
H -9.8208 18.6068 10.8123  0.31
H -9.3968 16.8524 10.3065  0.28
C -13.7705 31.3619 2.4746  -0.66
O -12.5600 31.6111 3.1087  -0.19
P -11.9789 33.0920 3.2617  0.90
O -12.7626 34.0859 4.0522  -0.70
O -10.5456 32.8529 4.0283  -0.24
C -10.0416 33.5847 5.1276  -0.70
O -11.4324 33.5222 1.7466  -0.33
C -10.5962 32.6253 0.9551  -0.58
H -14.4357 30.6974 3.0260  0.22
H -13.4659 30.7994 1.5920  0.24
H -14.3134 32.2869 2.2806  0.35
H -10.4795 34.5299 5.4484  0.31
H -8.9907 33.8430 4.9976  0.26
H -10.0322 32.9220 5.9930  0.27
H -10.5342 31.5855 1.2763  0.29
H -9.5992 33.0563 1.0454  0.25
H -11.0218 32.6394 -0.0483  0.28
C -18.7592 28.1065 0.8825  -0.44
O -19.6419 28.1218 -0.3179  -0.32
P -20.7590 29.2887 -0.4411  0.94
O -21.5396 29.4761 -1.7134  -0.66
O -20.0027 30.5758 0.1064  -0.29
C -20.4547 31.3584 1.2252  -0.56
O -21.7531 28.8595 0.7738  -0.30
C -22.8329 27.9465 0.4984  -0.73
H -19.1925 27.4409 1.6290  0.21
H -18.6484 29.1208 1.2661  0.23
H -17.8153 27.7424 0.4767  0.24
H -20.1005 30.8458 2.1196  0.25
H -21.5314 31.2024 1.1580  0.32
H -19.9174 32.3048 1.2864  0.26
H -23.8239 28.3958 0.4342  0.28
H -22.9352 27.1377 1.2220  0.28
H -22.6554 27.4073 -0.4321  0.30
C -4.5668 33.5978 0.2382  -0.72
O -5.8812 33.5676 -0.3059  -0.16
P -6.0612 33.5141 -1.9169  0.99
O -4.8382 33.4918 -2.7225  -0.73
O -6.9659 34.7872 -2.2022  -0.31
C -7.9074 34.8232 -3.3016  -0.63
O -7.0072 32.2074 -2.2120  -0.27
C -6.6535 30.9216 -1.7399  -0.55
H -4.6573 34.4060 0.9640  0.27
H -3.7374 33.9641 -0.3667  0.34
H -4.3913 32.6622 0.7691  0.25
H -7.4872 34.3751 -4.2020  0.34
H -8.0824 35.8564 -3.6012  0.26
H -8.8772 34.3946 -3.0488  0.25
H -5.7960 30.9685 -1.0687  0.27
H -6.4017 30.3910 -2.6581  0.25
H -7.4728 30.4111 -1.2337  0.17
C -5.2373 30.3443 4.9157  -0.57
O -4.0205 29.6476 4.6037  -0.27
P -3.5321 28.3987 5.5330  0.95
O -4.2283 27.0674 5.2685  -0.66
O -1.9392 28.5200 5.2447  -0.34
C -1.0728 27.4469 5.4718  -0.69
O -3.7037 28.8636 7.0748  -0.30
C -3.1855 28.0995 8.1735  -0.68
H -5.9511 30.0505 4.1461  0.25
H -5.3737 31.4208 5.0189  0.26
H -5.5292 29.8637 5.8495  0.29
H -0.6695 27.2203 4.4848  0.27
H -1.6224 26.5585 5.7830  0.37
H -0.1924 27.7548 6.0359  0.24
H -3.8854 28.1466 9.0078  0.28
H -2.2954 28.5879 8.5702  0.27
H -2.9503 27.0494 8.0002  0.31
O -13.6349 25.6296 2.4065  -0.55
C -12.3345 25.8854 2.3015  0.54
C -11.4571 25.3504 3.3341  -0.69
C -10.1000 25.7733 3.3749  -0.48
C -9.6773 26.6869 2.4705  0.54
O -8.3631 27.0624 2.3891  -0.52
C -10.5437 27.1541 1.4859  -0.46
C -11.8494 26.7345 1.3949  -0.53
H -13.9124 25.4849 3.3141  0.28
H -11.9247 24.6846 4.0443  0.41
H -9.4867 25.3693 4.1668  0.33
H -7.8184 26.7243 3.1037  0.27
H -10.2538 27.9221 0.7840  0.43
H -12.4925 27.1341 0.6249  0.42



No. 2
Here is a 4-piece molecular cluster, C24H61BF2IN4O10P2 overall at a distorted geometry from the OMol25 dataset. Energies are from ωB97M-V with the def2-TZVPD basis set.

Calculated values
DFT total energy ... -85101.136 eV
Charge ... -1
Kohn-Sham gap ... 0.2407 Eh
LUMO ... 2.30 eV

Each line ends with the Mulliken charge.
Atoms and positions in Å:
C 2.7737 -4.1472 2.5606  -1.26
C 2.0309 -2.7078 2.6785  0.40
F 2.5664 -1.9262 1.5806  -0.24
C 0.4666 -2.9783 2.5567  -0.62
P -0.6772 -2.0647 3.7627  0.36
F 0.3698 -2.5186 5.0900  -0.60
I 0.5520 0.1233 3.3864  -0.34
C -1.6278 -3.7390 4.0886  -1.17
C -2.4376 -4.2786 2.8553  0.55
O -1.9911 -4.7676 1.8077  -0.54
O -3.8712 -4.2918 2.9642  -0.53
B -1.9257 -1.4585 2.4327  1.07
N -3.2833 -0.9557 2.9152  -0.43
O -1.7396 -1.3387 1.0065  -0.34
P -2.0314 -1.1830 5.3238  0.22
C -1.9299 0.6891 5.4321  -0.94
O -1.4043 -1.7334 6.8586  -0.54
H 2.8055 -4.5432 3.6417  0.32
H 2.1561 -4.9063 1.9820  0.25
H 3.8398 -4.0417 2.1925  0.37
H 2.3938 -2.2693 3.6505  0.28
H 0.2188 -2.8922 1.4539  0.06
H 0.3396 -4.0981 2.7884  0.25
H -2.3938 -3.5678 4.9311  0.38
H -0.9291 -4.5445 4.5164  0.33
H -4.1407 -3.9337 3.8343  0.35
H -3.9984 -1.6849 2.8321  0.17
H -3.5561 -0.1466 2.3235  0.11
H -1.4095 -0.4496 0.7678  0.04
H -2.7806 1.0113 6.1442  0.33
H -0.9791 1.0920 5.9393  0.29
H -2.1612 1.2452 4.4590  0.20
H -0.6425 -1.1450 7.0613  0.27
C 0.1561 -3.9743 -5.5531  -0.70
O 0.6995 -4.1431 -4.2556  -0.38
C 0.5849 -2.9784 -3.4333  -0.80
C -0.4424 -3.1906 -2.3219  0.39
N -1.8041 -3.2440 -2.8556  -0.46
C -2.7992 -3.7222 -1.8904  -0.64
C -2.6364 -5.1462 -1.3371  -0.28
O -2.8474 -6.1789 -2.2994  -0.50
C -1.7209 -6.4668 -3.1116  -0.55
H 0.4619 -4.8279 -6.1604  0.24
H -0.9366 -3.9576 -5.5232  0.30
H 0.5296 -3.0593 -6.0246  0.33
H 0.3652 -2.0806 -4.0201  0.43
H 1.5652 -2.8339 -2.9685  0.28
H -0.3706 -2.3670 -1.6045  0.06
H -0.1790 -4.1190 -1.8051  0.12
H -1.8212 -3.8598 -3.6593  0.14
H -3.7696 -3.6717 -2.3967  0.36
H -2.8444 -3.0180 -1.0539  0.26
H -3.4168 -5.2863 -0.5838  0.34
H -1.6878 -5.2902 -0.8114  0.30
H -0.7775 -6.3410 -2.5753  0.27
H -1.7394 -5.8519 -4.0120  0.18
H -1.7976 -7.5087 -3.4319  0.31
C 5.7148 4.0994 -1.9297  -0.57
O 5.9171 2.6967 -1.9644  -0.33
C 6.0197 2.1030 -0.6680  -0.81
C 4.7840 1.2617 -0.3511  -0.15
N 3.6068 2.1026 -0.1394  -0.21
C 2.3437 1.3593 -0.1119  -0.17
C 1.9401 0.5882 -1.3784  -0.31
O 1.6103 1.4179 -2.4896  -0.36
C 2.7274 1.8743 -3.2357  -0.60
H 5.8466 4.4842 -2.9423  0.23
H 4.6990 4.3427 -1.6074  0.17
H 6.4412 4.5895 -1.2731  0.34
H 6.2117 2.8475 0.1114  0.40
H 6.8869 1.4360 -0.7044  0.39
H 4.9715 0.6733 0.5526  0.40
H 4.6362 0.5691 -1.1865  0.16
H 3.5530 2.7899 -0.8817  -0.05
H 1.5584 2.0938 0.0951  -0.03
H 2.3580 0.6688 0.7360  0.25
H 1.0218 0.0413 -1.1401  0.08
H 2.6735 -0.1735 -1.6640  0.38
H 3.5375 1.1419 -3.2637  0.33
H 3.0791 2.8269 -2.8394  0.06
H 2.3929 2.0562 -4.2597  0.35
C -2.3120 7.9784 0.5514  -0.72
O -2.4801 6.7174 1.1764  -0.32
C -3.5811 5.9674 0.6606  -0.85
C -3.0939 4.7693 -0.1537  -0.06
N -2.4794 5.1931 -1.4118  -0.34
C -1.7452 4.1280 -2.1026  -1.29
C -0.5445 3.4983 -1.3794  0.28
O 0.5674 4.3740 -1.2180  -0.38
C 0.4744 5.2484 -0.1033  -0.67
H -1.5881 8.5497 1.1344  0.23
H -1.9144 7.8662 -0.4608  0.30
H -3.2538 8.5361 0.5217  0.34
H -4.2715 6.5928 0.0853  0.40
H -4.1284 5.5895 1.5297  0.40
H -3.9434 4.1142 -0.3722  0.40
H -2.3855 4.2153 0.4706  0.11
H -1.8350 5.9517 -1.2259  0.10
H -1.3781 4.5635 -3.0381  0.42
H -2.4493 3.3372 -2.3797  0.43
H -0.1821 2.6817 -2.0116  0.19
H -0.8191 3.0356 -0.4248  0.21
H -0.0463 4.7925 0.7417  0.31
H -0.0066 6.1821 -0.3970  0.19
H 1.4904 5.4954 0.2127  0.34



no.,HOMO energy (hartree)
1,-0.29097
2,-0.15608